[1]
Entry from the Open Molecules 2025 dataset: a single C4H6ClNO2 molecule in a non-equilibrium geometry (ωB97M-V/def2-TZVPD).

Geometry as XYZ:
```
14
C4H6ClNO2 | the Open Molecules 2025 dataset | ωB97M-V/def2-TZVPD
Cl -1.865 -1.843 -0.032
O -2.022 1.313 1.096
O -1.938 1.433 -1.051
N -1.618 0.961 0.014
C 0.409 -0.161 -1.095
C 0.406 -0.196 1.089
C 1.498 -0.192 -0.001
C -0.622 -0.097 -0.004
H 2.112 -1.088 -0.015
H 2.138 0.686 0.015
H 0.389 0.648 1.775
H 0.394 0.707 -1.752
H 0.363 -1.057 -1.702
H 0.356 -1.114 1.663
```

The energy relative to the best compared isomer or geometry (same formula, charge and spin) is 109.4 kcal/mol. Its SMILES is O=[N+]([O-])C1(Cl)CCC1. The total energy is -22348.6611 eV. The calculation puts the gap between HOMO and LUMO at 9.81 eV. Its largest force on an atom is 0.0701 Eh/bohr.

=====

[2]
Entry from the Open Molecules 2025 dataset: a single C4H6ClNO2 molecule in a non-equilibrium geometry (ωB97M-V/def2-TZVPD).

Geometry as XYZ:
```
14
C4H6ClNO2 | the Open Molecules 2025 dataset | ωB97M-V/def2-TZVPD
Cl 2.923 0.120 0.332
O 0.599 0.130 -1.686
O 0.354 -1.403 0.032
N -0.918 -1.888 0.283
C -1.795 -0.957 0.306
C 0.355 -0.008 -0.282
C 1.316 0.801 0.542
C -1.192 0.421 0.061
H 1.379 1.847 0.157
H -1.702 0.914 -0.824
H 1.350 -0.434 -1.975
H -1.065 0.894 1.039
H 1.197 0.891 1.568
H -2.801 -1.328 0.446
```

The energy relative to the best compared isomer or geometry (same formula, charge and spin) is 14.6 kcal/mol. The total energy is -22346.2507 eV. The calculation puts the gap between HOMO and LUMO (spin up / spin down) at 6.54 / 8.04 eV. As for the spin multiplicity: 3. Its expectation value of S² is 2.01. Its largest force on an atom is 0.2290 Eh/bohr.

=====

[3]
Entry from the Open Molecules 2025 dataset: 3 unconnected molecules or ions with the total composition C4H6ClNO3 in a non-equilibrium geometry (ωB97M-V/def2-TZVPD).

Geometry as XYZ:
```
15
C4H6ClNO3 | the Open Molecules 2025 dataset | ωB97M-V/def2-TZVPD
Cl 0.509 11.168 4.040
O -1.147 0.092 -2.677
O -0.821 -2.572 0.380
O 1.152 0.583 -2.823
N -0.380 -2.579 -0.867
C 0.149 0.230 -2.248
C -1.148 0.138 0.069
C -0.647 -0.274 -1.262
C -0.249 1.068 0.752
H 0.786 -2.574 -0.937
H 0.903 0.935 0.493
H -0.628 2.196 0.457
H -2.281 0.371 0.060
H -1.235 -0.782 0.615
H -0.467 0.968 1.801
```

The net charge is -2. The energy relative to the best compared isomer or geometry (same formula, charge and spin) is 84.7 kcal/mol. The total energy is -24396.0016 eV. The calculation puts the gap between HOMO and LUMO (spin up / spin down) at 7.18 / 7.06 eV. Its largest force on an atom is 0.0780 Eh/bohr.